ORCA calculation (ωB97M-V/def2-TZVPD) on C53H51KN6O2SSiTe as an isolated structure.

Properties
- HOMO-LUMO gap (eV) = 4.39
- net charge = -2
- energy above the lowest of the compared OMol25 structures with the same formula, charge and spin (kcal/mol) = 28.5

Cartesian coordinates (Å):
Te 3.2195 -0.9351 -1.6825
K -0.1395 -0.7454 0.1997
S -3.1277 -8.4587 -0.5267
Si -2.6522 1.5303 1.6924
O 2.2900 -0.7227 2.2024
O 0.8589 -0.7387 2.3036
N 0.6351 1.8926 -0.8092
N -2.1650 -7.6350 -1.5354
N -2.1588 -2.6251 0.7280
N -3.4676 -7.2923 0.5442
N -0.6389 -3.0275 -1.4539
N -2.7725 -0.5229 -2.1332
C 6.3851 -0.4529 1.9676
C -2.7823 -2.4271 1.8748
C -0.4882 -5.4882 -2.7548
C 4.4141 -0.7897 -3.4371
C -5.0533 0.0059 1.0497
C -1.2884 0.8149 5.5933
C 5.0198 -0.5418 2.0198
C -3.8549 3.8612 0.3331
C -1.5629 0.7632 4.2306
C 0.2433 -4.4098 -3.1938
C -0.4578 2.4317 -1.6010
C -3.8397 5.1494 -0.1890
C 6.0841 -0.6503 -5.7324
C -2.7306 2.8311 4.3787
C -1.3456 -4.0692 -1.0111
C -1.7426 1.8805 6.3545
C -2.2148 1.5979 -3.2357
C -1.7731 5.5705 0.9387
C 7.0569 0.5636 2.6755
C 0.1440 -3.1961 -2.5056
C 4.8704 -1.3186 -5.7641
C 4.9319 1.4140 3.4772
C -0.7580 1.5288 -2.7925
C -3.1459 0.8810 -2.2567
C -2.7979 6.0147 0.1103
C -2.4614 2.8973 5.7374
C -3.4799 -3.4342 2.5484
C 2.8294 0.2991 2.8463
C -4.5667 1.0850 1.7887
C 5.6450 -0.1019 -3.4025
C 6.9733 -0.5764 -6.9439
C 4.0408 -1.3931 -4.6476
C 4.1766 2.3677 4.2079
C 2.1210 1.2564 3.5415
C 4.2671 0.3780 2.7828
C -6.3889 -0.3834 1.0706
C -3.5291 -4.6924 1.9970
C -2.8365 3.3840 1.1623
C 2.7437 -2.1366 -4.7700
C 6.4479 -0.0470 -4.5350
C -5.5151 1.7729 2.5557
C -2.8266 -6.2078 0.1405
C 2.8117 2.2769 4.2171
C -1.7980 4.2816 1.4450
C -2.1536 -3.8567 0.2081
C -2.0758 -6.4045 -1.0565
C -2.8515 -4.9225 0.8000
C -7.2963 0.3154 1.8494
C -6.8499 1.4024 2.5931
C -1.3020 -5.3302 -1.6322
C 6.3459 1.4742 3.4074
C 6.1317 0.5658 -2.1492
C -2.3041 1.7592 3.5879
H -0.4344 -6.4507 -3.2465
H 7.1921 0.4587 -7.2197
H -5.1964 2.6258 3.1448
H -0.5334 0.4997 -2.5068
H 6.9493 -1.1524 1.3625
H -0.9778 3.9576 2.0808
H 2.7175 -2.9675 -4.0598
H -2.7797 7.0185 -0.2987
H 0.7443 2.3995 0.0606
H -2.3279 1.1573 -4.2335
H 8.1379 0.6346 2.6236
H 4.4945 -1.2912 1.4445
H 6.4997 -1.0544 -7.8034
H 2.2246 3.0088 4.7625
H 7.3904 0.4924 -4.4763
H -2.5398 2.6414 -3.3214
H -8.3398 0.0218 1.8773
H -4.0690 -5.5012 2.4716
H -1.1291 -0.0472 3.6495
H -3.0383 1.3210 -1.2613
H 4.6959 3.1606 4.7343
H 5.3238 1.0983 -1.6471
H 4.5509 -1.7976 -6.6865
H 6.4821 -0.1735 -1.4245
H -7.5485 1.9629 3.2058
H 1.0443 1.1909 3.5552
H -4.3569 -0.5527 0.4295
H 0.9086 -4.4836 -4.0431
H -0.3024 3.4656 -1.9530
H -3.0075 -1.0570 -2.9607
H -0.9459 6.2282 1.1829
H -1.5162 1.9345 7.4138
H -4.6869 3.2105 0.0800
H 6.9487 1.2569 -2.3701
H -3.2696 3.6521 3.9149
H -2.8039 3.7501 6.3150
H 0.7450 -2.3383 -2.7882
H -1.3259 2.4699 -0.9386
H -2.7365 -1.4175 2.2707
H 6.8548 2.2705 3.9412
H -4.1948 1.0363 -2.5529
H -4.6491 5.4748 -0.8348
H -0.6874 0.0336 6.0443
H -3.1944 -0.9677 -1.3286
H -6.7159 -1.2305 0.4771
H 7.9326 -1.0740 -6.7761
H 2.6021 -2.5143 -5.7855
H 1.9067 -1.4857 -4.5049
H 1.5274 1.8528 -1.2878
H -3.9736 -3.2040 3.4825
H -0.0858 1.7620 -3.6243

ORCA calculation (ωB97M-V/def2-TZVPD) on C53H53FN7O6TeW as an isolated structure.

Properties
- HOMO-LUMO gap (spin up / spin down) (eV) = 4.81 / 5.20
- net charge = +2
- 2S+1 = 2
- energy above the lowest of the compared OMol25 structures with the same formula, charge and spin (kcal/mol) = 87.3

Cartesian coordinates (Å):
W 1.6180 0.0435 -0.3858
Te 3.6853 1.2396 1.2652
F -4.7326 -0.7717 -3.8004
O 1.9401 -1.7784 -0.7506
O -4.9248 -1.4145 0.9235
O -5.3313 -0.1647 -0.8733
O 1.9940 -3.8060 0.1746
O 4.4423 -1.0258 0.1407
O -0.0045 -1.0925 -2.1554
N 3.3511 0.5080 -1.0618
N -6.2240 -2.7564 -2.2232
N 1.2922 -0.8624 1.5359
N 0.8869 1.4343 -1.8256
N -1.9682 -4.4398 -0.7738
N -8.9946 -2.3404 -1.6197
N -0.3872 0.3521 0.0575
C 5.0894 2.3539 2.6830
C 2.5512 4.6419 -1.2511
C -0.9813 -0.3940 1.0660
C -2.6109 0.7529 -0.8386
C 4.7697 3.6630 -0.6618
C 1.2355 3.0718 0.6353
C 4.6691 -1.1715 -2.2461
C -6.7517 -2.8671 -0.8652
C 8.0966 3.9220 5.3055
C -4.8410 -2.6469 -2.2901
C -2.7654 -1.4970 -2.8314
C -1.2302 0.9643 -0.8663
C -4.0644 -3.5827 -1.6065
C 2.6176 2.9115 0.4195
C 4.8397 3.5404 3.3662
C -7.0349 -1.8356 -3.0059
C 2.2241 -1.5345 2.2874
C 3.2844 3.7340 -0.5038
C 6.2971 1.6681 2.8597
C -2.0156 -2.3674 -2.0272
C 1.6095 1.9662 -2.8578
C -4.1196 -1.6462 -2.9837
C 0.5380 3.9971 -0.1436
C -8.1956 -3.3342 -0.8598
C -1.0802 2.4267 -2.9004
C -3.1719 -0.0723 0.1281
C 1.1720 4.7616 -1.1128
C 7.0350 3.3626 4.4154
C -0.6775 -4.2428 -0.5269
C -2.6005 -5.6853 -0.4238
C -2.6859 -3.4795 -1.4706
C -0.3622 -1.5945 3.1770
C 5.8257 4.0155 4.2263
C -2.3494 -0.6142 1.1105
C -3.4945 -5.7811 0.7832
C 1.4072 -2.9599 -0.4602
C 0.0028 -3.1139 -0.9144
C 0.5389 2.5134 1.8526
C 0.4158 5.7453 -1.9436
C -8.4928 -2.2840 -3.0148
C 6.5556 0.3884 2.1279
C -0.3110 2.9422 -3.9131
C 4.1302 -0.5596 -0.9757
C -4.6347 -0.5741 0.0643
C -0.4952 1.6591 -1.8850
C 3.5473 4.2855 3.2486
C 1.9324 -2.1710 3.4605
C 0.6138 -2.1762 3.9479
C -2.1610 -6.4619 0.7801
C 1.0737 2.6855 -3.8870
C -0.6234 -2.1159 -1.7375
C 7.2486 2.1733 3.7291
C -0.0304 -0.9714 1.9721
H 0.3759 -2.6449 4.8874
H -8.8376 -1.4161 -1.1886
H -1.3891 -6.0543 1.4130
H 5.2531 3.4971 0.3060
H 1.7127 3.0396 -4.6806
H -3.2565 1.1743 -1.5902
H 8.1743 1.6363 3.8694
H -6.1464 -3.5517 -0.2771
H -2.8895 -6.2395 -1.3112
H -8.5542 -3.3861 0.1678
H 2.7192 -2.6721 3.9973
H -4.5585 -4.4089 -1.1317
H 2.7235 3.6203 3.5000
H 0.5916 3.2689 2.6402
H -0.5207 2.3410 1.6649
H -0.1309 -5.0170 -0.0032
H 0.5834 6.7551 -1.5690
H 3.4038 4.6596 2.2373
H -8.3138 -4.3128 -1.3304
H -0.7378 3.5197 -4.7173
H 5.7732 -0.3413 2.3681
H 5.1535 4.5820 -1.0950
H 7.6903 4.6495 6.0024
H 2.6804 1.7773 -2.8154
H -1.3949 -1.6065 3.4826
H 3.2313 -1.5862 1.8796
H 5.6336 4.9280 4.7702
H -3.6235 -4.9025 1.3981
H -6.6861 -1.8279 -4.0365
H -0.6508 5.5417 -1.9146
H -2.7948 -1.2520 1.8564
H 8.5882 3.1286 5.8640
H 3.5368 5.1261 3.9365
H 7.5184 -0.0390 2.3939
H -2.1477 2.5917 -2.8786
H -6.9547 -0.8156 -2.6036
H -9.0925 -1.5802 -3.5937
H 0.7625 5.7193 -2.9745
H -0.5179 4.1388 0.0337
H -8.5911 -3.2799 -3.4514
H -6.6757 -1.8867 -0.3703
H 1.0072 1.6011 2.2470
H 6.5350 0.5641 1.0465
H -4.3811 -6.3920 0.7145
H 5.0301 2.8352 -1.3231
H -9.9988 -2.5571 -1.5876
H -2.1222 -7.5379 0.6960
H 8.8583 4.4191 4.7043
H 4.0149 -0.9529 -3.0892
H -2.2607 -0.6822 -3.3276
H 3.0659 5.2834 -1.9516
H 5.6563 -0.7501 -2.4373
H 4.7746 -2.2456 -2.1024

| no. | F_max (eV/Å) |
| --- | --- |
| 1 | 1.1 |
| 2 | 3.9 |